14
Properties=species:S:1:pos:R:3:mulliken_charge:R:1 method="wB97M-V/def2-TZVPD" lumo_ev="0.8 / -0.7" multiplicity=1 fmax_ev_per_a=3.01 de_lowest_kcal_mol=168.6 orbital_gap_ev="10.34 / 5.22" total_energy_ev=-9839.96971 homo_energy_ha="-0.352 / -0.217"
O -0.25004 0.91518 1.85802 -0.478
O 0.66317 -1.72182 -0.28648 -0.287
N 0.91560 -0.48147 0.33304 -0.127
C 0.37085 1.77384 -1.41341 -0.927
C -0.27080 -0.10604 0.96896 0.523
C -0.66538 -2.03879 -0.10126 -0.372
C -1.19944 -1.11209 0.80701 -0.511
H -0.80892 -3.08919 -0.25461 0.356
H 0.68698 1.38259 -2.42709 0.287
H -2.23049 -1.06597 0.95885 0.392
H -0.31324 2.59784 -1.52890 0.318
H 1.28726 1.93040 -0.75317 0.335
H 1.16720 0.23351 -0.36940 0.161
H 0.64724 0.78201 2.20846 0.330

69
Properties=species:S:1:pos:R:3:mulliken_charge:R:1 method="wB97M-V/def2-TZVPD" lumo_ev="4.2 / 4.2" multiplicity=2 fmax_ev_per_a=2.84 de_lowest_kcal_mol=4.3 total_charge=-2 orbital_gap_ev="5.69 / 5.69" total_energy_ev=-284006.40006 homo_energy_ha="-0.053 / -0.054"
Se 2.29993 0.57623 2.78767 -0.635
Se -0.26975 -2.26367 2.06399 -0.313
As 1.79385 -1.32019 -2.35972 1.496
Ti 0.84366 -0.04364 0.59142 0.610
S 0.98850 2.45296 -0.35520 -0.492
S 0.81900 -3.42350 -1.44282 -0.394
S -0.45670 -0.45667 -1.93459 -0.209
Si -1.65865 4.73504 -1.49617 0.307
O 2.07799 -0.76746 -0.55149 -0.741
O -0.61095 -2.68424 5.17613 -0.560
O 4.14478 -1.77793 3.99497 -0.492
N -0.96529 1.15839 0.57754 0.348
C -0.90152 -3.09429 -1.51272 0.466
C 2.27249 0.52989 -2.95460 -1.110
C -2.91591 -1.77303 -1.97509 -1.322
C -3.34425 5.57036 -1.24469 -1.344
C -1.63944 -4.39934 -1.25264 -1.518
C -1.28079 4.27417 -3.24099 -0.697
C -1.77222 3.21405 -0.28490 0.695
C -0.70469 2.32444 -0.02644 0.040
C 1.51204 -2.59541 2.99441 -1.499
C -1.44374 -1.90753 -1.82367 0.552
C 1.15000 -1.84472 -4.16841 -1.082
C 3.09981 -2.30235 4.78837 -0.908
C -3.01931 2.82914 0.20378 0.246
C 0.77514 -2.56118 5.45832 -1.166
C -2.18271 0.77924 0.92562 -0.288
C 3.53285 -2.21113 -2.47188 -1.483
C -3.25491 1.58824 0.82231 -1.163
C -0.39866 5.92520 -1.00593 -1.006
C 1.45086 -0.44975 4.32909 -1.382
C 1.70700 -1.95070 4.39105 1.694
H -4.22692 4.98642 -1.50045 0.316
H -3.34707 -2.75444 -1.76725 0.332
H -0.89787 5.16400 -3.84188 0.282
H 0.20449 -2.34746 -3.98237 0.352
H 1.54790 -3.70009 3.14884 0.364
H -0.57337 3.42463 -3.21484 0.051
H 0.85934 -0.94336 -4.76358 0.225
H -1.18381 -4.74382 -0.31424 0.317
H 0.90500 -1.90845 6.31559 0.374
H 3.28702 -1.98751 5.83064 0.306
H 4.18225 -1.56506 -3.00296 0.411
H 3.08828 -3.43196 4.74564 0.333
H 3.40383 -3.09697 -3.10103 0.352
H 1.86041 -2.53247 -4.62531 0.382
H 0.53853 5.34879 -1.12159 0.263
H 2.30252 1.23431 -2.11640 0.015
H -0.73703 -2.62821 4.19786 0.182
H -1.28420 -5.16315 -1.94556 0.242
H -0.32537 6.72473 -1.77918 0.262
H 1.77443 0.06580 5.22841 0.397
H -3.26114 -1.02951 -1.26879 0.159
H -3.91778 3.45033 -0.09058 0.033
H 2.25261 -2.26260 2.30944 0.556
H 3.25332 0.50400 -3.41051 0.452
H 3.89052 -2.47822 -1.52733 0.333
H 0.37002 -0.32556 4.17611 0.415
H -4.21462 1.26854 1.22922 0.401
H 1.45581 0.87781 -3.58017 0.249
H -2.22703 4.01392 -3.71596 0.311
H 1.02305 -3.57863 5.73966 0.336
H -0.39267 6.21272 -0.01040 0.414
H -2.28672 -0.24401 1.36217 0.237
H -3.23955 -1.46015 -2.96201 0.207
H 3.75795 -1.05845 3.44163 0.302
H -3.40429 5.79196 -0.23579 0.419
H -3.32777 6.50196 -1.73003 0.374
H -2.75847 -4.46051 -1.11969 0.397

3
Properties=species:S:1:pos:R:3:mulliken_charge:R:1 method="wB97M-V/def2-TZVPD" lumo_ev=-19.0 multiplicity=1 fmax_ev_per_a=1.90 de_lowest_kcal_mol=0.0 total_charge=+3 orbital_gap_ev=7.72 total_energy_ev=-78351.13912 homo_energy_ha=-0.982
Hg 15.03524 -5.17674 -2.47765 1.403
Hg 17.37342 -4.05574 0.26754 1.373
Br 14.87786 -3.48438 -0.29653 0.224

12
Properties=species:S:1:pos:R:3:mulliken_charge:R:1 method="wB97M-V/def2-TZVPD" lumo_ev=1.0 multiplicity=1 fmax_ev_per_a=2.80 de_lowest_kcal_mol=1.8 orbital_gap_ev=9.98 total_energy_ev=-16783.29272 homo_energy_ha=-0.330
Cl -2.89832 -0.05852 -0.00121 -0.200
C -1.33574 -0.74187 0.08490 -0.312
C 1.07191 -0.84842 -0.00243 -1.132
C -0.18371 -0.06551 0.05919 0.720
C 0.02967 1.39199 0.02417 -1.139
H 1.68997 -0.29672 -0.78535 0.265
H 0.47206 1.71266 0.94501 0.287
H -1.34035 -1.84619 0.00645 0.302
H 1.02831 -1.93263 -0.34545 0.320
H -0.91798 1.95615 -0.08686 0.328
H 1.70795 -0.87888 0.94621 0.245
H 0.67624 1.60793 -0.84461 0.316

8
Properties=species:S:1:pos:R:3:mulliken_charge:R:1 method="wB97M-V/def2-TZVPD" lumo_ev=-8.8 multiplicity=1 fmax_ev_per_a=2.85 de_lowest_kcal_mol=30.2 total_charge=+1 orbital_gap_ev=7.95 total_energy_ev=-8613.54585 homo_energy_ha=-0.614
O 1.77130 1.41201 -0.00602 -0.186
N 1.24575 -0.90718 0.00369 0.004
N -0.45735 0.59678 0.00071 0.013
N 0.18106 -1.50221 0.00489 -0.087
C -0.90201 -0.61294 0.00120 0.165
C 1.06061 0.49970 -0.00154 0.415
H -1.92724 -0.96283 -0.00169 0.418
H -0.97212 1.47667 -0.00123 0.258

118
Properties=species:S:1:pos:R:3:mulliken_charge:R:1 method="wB97M-V/def2-TZVPD" lumo_ev=-6.4 multiplicity=1 fmax_ev_per_a=5.88 total_charge=+1 orbital_gap_ev=5.07 total_energy_ev=-170927.17159 homo_energy_ha=-0.420
V -1.85811 -1.70652 -0.81396 1.093
V -2.26286 -0.74833 -4.83443 1.606
V 1.57649 -4.82988 -1.02957 1.143
F -0.22922 1.53311 -3.27502 -0.142
F 1.40030 0.63043 -4.12212 -0.286
F 1.75676 1.47980 -2.17339 -0.226
O -2.99065 6.14286 -5.26724 -0.321
O 1.11926 5.02455 -5.61985 -0.282
O -2.06553 6.61213 4.40832 -0.540
O -3.07259 -2.34614 -1.66569 -0.718
O -5.18063 6.42734 -5.63692 -0.578
O -1.05615 4.58683 4.55492 -0.220
O -4.50429 2.91712 4.29476 -0.370
O 4.61605 -0.43882 0.25874 -0.571
O -0.27638 -3.55513 -0.29814 0.860
O 0.05198 -0.58319 -1.02841 -0.154
O -4.40792 4.85429 -4.18603 -0.367
O -2.48189 -1.22033 0.61466 -0.523
O 2.08257 -6.14876 -0.29626 -0.515
O -1.75400 0.20430 -5.94996 -0.552
O 2.62406 -3.70148 -0.96556 -0.546
O -3.52960 -0.23201 -4.04398 -0.502
O -3.96164 2.08308 6.27927 -0.645
O 0.25622 6.41644 4.18741 -0.328
O 2.85486 5.14022 -6.96589 -0.382
O 5.73399 -2.31159 1.03731 -0.351
O 4.04699 -1.45675 2.22113 -0.245
O -0.87133 -1.14507 -2.90331 -0.512
O -3.27627 1.14550 4.38356 -0.369
O 1.29528 6.79273 -7.13510 -0.507
N -0.63643 -4.62203 0.61834 0.741
C 4.49106 4.45585 -5.25106 -1.576
C 1.97577 4.09941 -5.02978 0.065
C 1.69649 5.74716 -6.67530 0.605
C -3.89450 2.03935 5.05360 0.728
C -1.01254 5.95493 4.40545 0.574
C 4.71611 -1.38257 1.02278 0.650
C 4.81220 -2.09955 3.21603 -0.390
C 0.23700 4.06192 4.62570 0.174
C -0.21266 -4.50632 2.06958 1.198
C 0.11176 -5.95504 2.67414 -1.316
C -3.99326 3.86121 2.09843 -1.176
C 5.73831 -2.93165 2.35705 0.442
C 1.09728 5.26456 3.88892 -0.537
C -1.31154 -6.12744 -1.45978 -2.047
C -3.19625 2.90923 -4.63630 -0.740
C -3.21581 1.51613 2.99223 0.341
C 0.82614 0.82366 -2.93498 0.728
C -0.87175 -7.05723 2.34971 -0.998
C -4.27466 2.60645 2.86827 0.374
C 1.05361 -0.57148 -0.05141 0.317
C -2.19377 5.44046 -4.39843 -0.065
C -1.15370 -7.02378 0.80443 -1.168
C -1.52933 -5.69723 0.10366 1.390
C 7.24013 -2.94701 2.88981 -1.477
C 1.13673 -3.69040 2.35155 -1.782
C 3.22836 4.10902 -5.99187 0.557
C -4.27501 5.76465 -5.12411 0.576
C -2.97444 -5.53166 0.42173 -1.512
C -1.28996 -3.80138 2.96252 -1.517
C 0.45463 -0.07168 1.30749 -1.449
C -3.18956 4.27295 -3.94735 0.227
C 0.34982 -0.54757 -2.43759 0.259
C 0.37998 2.67610 3.94065 -1.106
H 2.07459 5.25396 4.37146 0.353
H 1.50109 -3.83181 3.36906 0.702
H -3.42973 2.95612 -5.69997 0.341
H -0.00260 -0.85478 1.91231 -0.019
H -3.36324 -4.58031 0.05859 0.182
H 5.54580 -4.00108 2.27127 0.283
H -1.86054 5.99790 -3.52303 0.292
H 1.16110 -6.23418 2.57892 0.529
H 1.44721 -1.58506 0.02492 -0.306
H -4.80471 4.57887 2.21929 0.344
H -3.11196 -5.67555 1.49340 0.317
H 1.41650 3.16483 -4.98641 -0.142
H -0.65629 -8.08873 2.62846 0.450
H -1.39602 5.03789 -5.02264 0.072
H -1.77653 -6.84527 2.91940 0.335
H -3.98515 2.39912 -4.08356 0.339
H 1.12624 -1.29454 -2.60285 0.334
H 2.25154 4.35503 -4.00669 0.227
H -1.90790 -7.81026 0.77746 0.384
H -0.13587 0.84451 1.30822 0.258
H -2.21605 2.43892 -4.55808 -0.028
H 0.07852 2.76940 2.89733 0.187
H 0.98879 -2.62743 2.16097 -0.358
H -3.88491 3.55391 1.05827 0.351
H -5.08655 1.90416 2.67924 0.404
H 5.33744 -1.40516 3.87182 0.303
H 0.62335 4.23247 5.63056 0.377
H -0.35028 -7.62264 0.37552 0.397
H 4.14296 -2.65961 3.86913 0.254
H 5.31420 4.64576 -5.93990 0.381
H -0.44192 2.13267 4.40676 0.290
H -3.56653 -6.22954 -0.17029 0.503
H -2.24366 1.81391 2.59935 -0.190
H -0.42453 -6.73500 -1.63913 0.318
H 1.33923 2.19879 4.14095 0.503
H 1.77078 0.19615 -0.34214 0.497
H 3.49053 3.18608 -6.50911 0.257
H -2.95082 4.12779 2.27266 0.172
H 0.10148 -5.86397 3.76028 0.509
H -0.86140 -3.32432 3.84391 0.545
H 7.83440 -3.52670 2.18348 0.359
H 1.28859 0.26253 1.92466 0.605
H 1.23174 5.29748 2.80774 0.295
H -1.98282 -4.43972 3.51076 0.389
H -3.07400 4.11138 -2.87561 0.283
H -1.59826 -2.81715 2.60989 0.106
H 7.59433 -1.93572 3.08969 0.369
H 7.18605 -3.41253 3.87391 0.399
H 1.96268 -4.16920 1.82558 0.518
H 4.46409 5.23602 -4.49033 0.369
H -3.47681 0.59709 2.46749 0.035
H -1.23649 -5.19610 -2.02110 0.364
H 4.78837 3.57107 -4.68816 0.401
H -2.19178 -6.70268 -1.74679 0.522